1.
Entry from OMol25: a 10-piece molecular cluster, C28H34F2N8 overall in a non-equilibrium geometry (the ωB97M-V functional and the def2-TZVPD basis).

Last column: Mulliken charge in e.
Geometry (Å):
H -10.034 23.999 35.981  0.26
H -8.413 20.729 32.944  0.17
C -6.388 21.037 33.752  0.43
H -4.010 18.836 27.115  0.28
H -3.683 18.158 28.766  0.27
H -4.747 21.423 31.303  -0.17
F -7.164 22.166 31.129  -0.15
H -12.434 22.791 33.455  0.48
C -7.588 20.208 33.429  -0.74
C -12.884 25.328 31.233  -0.03
C -12.640 24.070 31.748  0.46
C -9.299 25.395 34.635  0.36
H -10.011 24.578 23.082  0.36
H -3.903 21.111 29.799  -0.08
C -2.781 20.626 31.455  0.22
H -7.966 19.785 34.360  0.35
H -10.679 24.941 24.654  0.22
C -12.146 28.647 26.164  -0.93
H -9.095 23.807 31.453  0.41
C -4.340 22.431 26.356  0.47
H -13.354 27.369 31.581  0.49
H -9.404 24.455 27.219  0.36
H -12.794 24.875 35.082  0.52
C -8.077 22.892 27.834  -1.03
H -13.228 28.564 26.262  0.29
C -12.665 23.792 33.121  -0.29
C -3.774 21.479 30.816  0.10
C -12.883 24.860 34.006  -0.55
H -10.776 28.116 31.123  0.33
N -5.479 21.696 33.988  -0.44
H -4.051 23.055 24.435  0.35
H -3.499 22.528 30.701  0.31
F -12.358 23.090 30.879  -0.25
C -10.139 27.705 31.907  -0.24
C -7.461 22.375 28.914  0.50
C -4.441 18.455 28.041  -0.32
H -7.726 22.686 26.833  0.33
H -10.509 27.554 32.921  0.18
H -13.159 26.912 34.207  0.42
N -8.073 29.348 31.711  -0.40
H -9.987 26.710 31.490  0.15
H -5.200 24.146 25.351  0.30
H -7.264 19.373 32.808  0.28
H -11.799 29.375 26.897  0.29
C -5.372 17.294 27.825  0.24
C -8.887 23.588 30.416  0.15
C -13.121 26.434 32.071  -0.60
C -9.866 24.418 24.151  -0.74
N -10.967 26.384 26.614  -0.43
C -9.603 24.998 36.038  -0.87
H -10.128 25.085 29.446  0.33
H -5.104 19.189 28.499  -0.10
N -6.059 16.356 27.693  -0.39
H -11.823 29.034 25.198  0.29
N -7.480 25.376 24.712  -0.47
C -9.447 24.251 29.358  -0.60
H -10.359 25.681 36.427  0.29
H -6.644 21.692 28.735  0.35
C -8.974 28.584 31.812  0.04
H -9.688 23.351 24.284  0.25
C -8.535 24.963 24.455  0.39
N -4.011 21.830 27.289  -0.42
C -13.074 26.153 33.444  -0.13
H -5.711 22.591 24.893  0.23
C -7.863 22.683 30.178  -0.37
C -11.479 27.402 26.373  0.46
N -9.089 25.682 33.536  -0.38
H -12.902 25.586 30.184  0.43
N -2.009 19.936 31.901  -0.41
C -9.038 23.887 28.062  -0.33
C -4.819 23.135 25.204  -0.91
H -8.634 24.965 36.536  0.36

For the LUMO energy (alpha / beta), the calculation gives -4.74 / -9.08 eV. As for the net charge: +1. The calculation puts the HOMO-LUMO gap (alpha / beta) at 6.500 / 2.170 eV. The expectation value of S² is 0.767. The spin multiplicity is 2.


2.
Entry from OMol25: one molecule with the formula C8H11NO2S in a non-equilibrium geometry (the ωB97M-V functional and the def2-TZVPD basis).

Last column: Mulliken charge in e.
Geometry (Å):
H -1.166 1.882 -0.707  0.48
H -1.638 0.217 -3.246  0.28
C 0.494 -1.779 2.683  -0.26
H 0.874 -0.500 4.342  0.41
N 0.102 -1.693 1.412  -0.56
O 0.030 0.872 -2.227  -0.50
H -0.257 -0.916 -3.032  0.33
C 0.277 -0.712 3.499  -0.39
H 0.965 -2.688 3.102  0.37
C -0.288 -0.483 1.151  -0.39
H 2.486 1.462 -0.830  0.36
H -0.897 -1.819 -1.131  0.27
C -0.931 -0.204 -2.543  -0.50
H 1.426 -0.353 -1.167  0.42
C -1.359 -0.774 -1.173  -0.76
O -1.210 1.351 0.098  -0.62
H 1.030 2.554 -0.813  0.33
S -0.275 0.612 2.573  -0.07
H -2.491 -0.769 -0.938  0.36
C 0.662 0.450 -0.998  0.07
C 1.466 1.613 -0.501  -1.18
H 1.296 1.535 0.586  0.26
C -0.596 0.141 -0.140  1.28

For the LUMO energy, the calculation gives 0.75 eV. Its SMILES is C[C@@H]1OCC[C@@]1(O)c1nccs1. The calculation puts the HOMO-LUMO gap at 9.676 eV. The spin multiplicity is 1. The calculation puts the energy above the lowest of the compared OMol25 structures with the same formula, charge and spin at 1.492 eV.


3.
Entry from OMol25: a 5-piece molecular cluster, C37H59BrNO11SSi overall in a non-equilibrium geometry (the ωB97M-V functional and the def2-TZVPD basis).

Last column: Mulliken charge in e.
Geometry (Å):
O -5.338 3.035 3.909  -0.74
H 3.932 2.553 -2.289  0.25
C -1.260 -0.929 5.473  0.07
H 4.052 3.810 -3.559  0.29
H -4.634 0.746 5.246  0.45
C -3.717 -8.046 -4.337  0.54
H -0.369 6.105 4.546  0.43
C 0.732 5.395 2.848  -0.33
C 1.085 2.429 -2.298  0.07
C 0.902 -5.988 -3.684  -0.54
H -0.726 -2.947 0.809  0.39
H 1.422 6.190 4.713  0.45
H 1.247 -6.397 -4.631  0.45
C 0.615 4.190 5.048  -0.76
C 2.717 -2.554 -5.671  0.48
H 1.778 -5.649 -3.127  0.24
H 4.051 0.371 -6.484  0.35
H 4.594 4.994 0.218  0.50
H -1.488 3.067 0.509  0.60
N -2.796 1.756 5.657  0.62
H -6.391 -7.851 -3.426  0.27
H 3.427 6.268 1.746  0.30
H 1.826 0.142 -5.484  0.22
C 0.101 -6.971 -2.834  -0.26
O 2.431 -2.011 0.663  -0.41
H 0.536 -3.139 -1.284  -0.36
H 1.807 2.250 -3.090  0.41
C 2.733 5.565 1.267  -0.88
H -1.012 0.066 5.086  -0.15
C -3.552 0.650 5.077  -0.94
H 2.767 4.610 3.248  0.66
C -0.759 3.816 5.644  -0.54
O -2.847 -8.784 -4.700  -0.60
H 1.575 6.344 -2.764  0.35
H -0.754 -4.993 -4.696  0.36
H 0.041 -1.420 -1.359  0.13
H 4.487 -2.332 -6.883  0.33
H 0.951 3.386 4.385  0.42
C -5.582 -7.160 -3.180  -0.53
C 0.091 -2.244 0.656  -0.65
C -3.135 3.058 4.997  0.17
H 4.762 -0.652 -5.237  0.32
C -0.078 -4.842 -3.851  -0.08
C 0.327 3.645 -0.426  -0.26
O 2.230 -1.732 -4.718  -0.23
H -5.902 -6.561 -2.329  0.35
H -0.152 0.823 -2.884  0.33
C -4.295 -7.942 -2.941  -0.16
C 3.583 -1.779 -6.643  -0.54
C -0.968 1.823 -1.193  -0.67
H -1.414 2.951 3.819  0.09
H -3.297 0.500 4.031  0.32
H 0.501 -1.789 6.384  0.31
H 1.815 3.787 1.959  0.41
C 3.878 -0.504 -5.860  -0.61
O 2.766 -1.342 -1.455  -0.57
Br -3.942 4.389 6.253  -0.16
C -5.225 -6.326 -4.399  -0.40
H 0.651 6.374 2.354  0.42
H -4.728 -5.391 -4.132  0.24
H 3.532 3.638 0.688  0.39
H -1.840 1.187 -1.075  0.48
H 3.007 -1.582 -7.548  0.26
C -0.030 1.643 -2.176  -0.35
C -4.111 2.904 3.778  0.07
O -3.520 2.655 2.682  -0.60
H 3.331 6.422 -2.994  0.36
C -0.809 -6.048 -2.048  0.53
C -0.796 2.862 -0.304  -0.98
O -0.858 -4.832 -2.635  -0.41
C 2.537 6.252 -2.255  -1.23
H -0.611 2.891 6.211  0.21
C -1.809 3.682 4.535  -0.47
C 1.358 -2.623 1.403  -0.46
H -3.595 -7.391 -2.309  0.04
H 5.123 3.818 -2.077  0.37
C -0.351 -1.183 6.703  -1.03
H -0.949 -1.691 7.463  0.29
C 0.576 5.585 4.367  -1.08
H 2.007 6.174 0.717  0.52
O -1.435 -6.342 -1.067  -0.66
C 2.079 4.750 2.411  -0.87
H -1.078 -1.618 4.643  0.37
C 4.129 3.614 -2.487  -1.21
C 2.644 -0.379 -4.981  0.07
O -4.301 -7.133 -5.151  -0.36
H 0.736 -7.547 -2.166  0.32
H 2.857 0.122 -4.039  -0.07
H -1.057 4.582 6.371  0.28
C 2.035 -1.772 -0.610  0.48
H -0.513 -7.636 -3.446  0.12
H 2.630 7.074 -1.535  0.38
H -4.489 -8.926 -2.524  0.31
H -0.003 -0.224 7.089  0.25
H -0.250 -1.259 0.979  0.26
H -1.983 4.643 4.046  0.47
H -3.873 1.582 7.266  0.34
H 1.324 4.249 5.885  0.32
O -2.960 1.830 7.042  -0.53
H -0.098 4.797 2.454  -0.04
H 1.523 -3.703 1.422  0.24
Si 2.836 4.568 -1.452  0.26
C 0.582 -2.169 -0.786  0.58
C 1.301 3.463 -1.399  -0.13
H -6.091 -6.100 -5.017  0.31
H 1.366 -2.248 2.424  0.33
S -3.030 -0.911 5.914  -0.18
H 0.424 -3.885 -3.968  -0.02
O 2.443 -3.719 -5.718  -0.58
H 0.457 4.460 0.282  0.49
C 3.551 4.663 0.295  -0.71

For the LUMO energy, the calculation gives 1.92 eV. As for the net charge: -1. The calculation puts the HOMO-LUMO gap at 6.939 eV. The spin multiplicity is 1.


4.
Entry from OMol25: a 2-piece molecular cluster, C4H9NO overall in a non-equilibrium geometry (the ωB97M-V functional and the def2-TZVPD basis).

Last column: Mulliken charge in e.
Geometry (Å):
O -2.498 0.402 0.557  -0.55
H -2.782 0.177 -1.488  0.31
H 1.299 0.975 1.464  0.37
H -1.545 1.285 -1.058  0.18
H 1.054 -0.845 -1.018  0.31
H 2.060 -2.539 0.366  0.25
C 0.953 0.785 0.452  -0.16
C -1.992 0.332 -0.753  -0.41
N 0.924 1.754 -0.349  -0.62
H 0.829 1.513 -1.335  0.28
H -1.365 -0.571 -0.764  0.18
H 2.050 -1.383 1.790  0.23
C 1.062 -0.702 0.061  0.08
H -1.778 0.418 1.291  0.32
C 1.729 -1.600 0.783  -0.74

For the LUMO energy, the calculation gives 0.49 eV. Its SMILES is [H]/N=C\C=C.CO. The calculation puts the HOMO-LUMO gap at 10.610 eV. The spin multiplicity is 1. The calculation puts the energy above the lowest of the compared OMol25 structures with the same formula, charge and spin at 3.244 eV.


5.
Entry from OMol25: C5H12N2 as an isolated structure (the ωB97M-V functional and the def2-TZVPD basis).

Last column: Mulliken charge in e.
Geometry (Å):
N 0.658 -0.906 0.938  0.34
H -1.962 2.359 -1.413  0.34
H 2.843 0.854 0.025  0.29
C 0.993 -0.121 -0.076  0.38
C -1.438 1.874 -0.584  -0.97
H 1.820 1.145 -1.499  0.28
H -2.086 -0.166 -1.010  0.38
C 0.838 -2.355 0.783  -0.80
N -0.521 -0.562 1.562  -0.97
H 1.777 -2.547 0.266  0.34
H -0.595 0.277 -1.786  0.39
H -0.508 2.424 -0.420  0.27
H 0.852 -2.799 1.775  0.28
H -0.380 0.378 1.936  0.33
H 0.005 -2.771 0.211  0.30
C 1.933 0.661 -0.536  -0.86
C -1.159 0.402 -0.864  -0.78
H -2.054 2.001 0.311  0.30
H -1.018 -0.146 0.380  0.16

For the LUMO energy, the calculation gives 0.80 eV. The calculation puts the HOMO-LUMO gap at 9.030 eV. The spin multiplicity is 1. The calculation puts the energy above the lowest of the compared OMol25 structures with the same formula, charge and spin at 5.691 eV.


6.
Entry from OMol25: an isolated ion of composition C8H12N3OS and charge +1 in a non-equilibrium geometry (the ωB97M-V functional and the def2-TZVPD basis).

Last column: Mulliken charge in e.
Geometry (Å):
H -0.830 1.736 -0.392  0.22
C -2.350 0.370 0.180  -0.77
C 3.549 0.193 -0.474  -0.35
H -3.396 -1.049 -1.101  0.35
O 0.754 -2.468 -0.028  -0.39
H 3.372 1.422 -2.197  0.39
H 0.943 2.053 -1.076  0.24
S 2.530 -0.484 0.771  0.05
N -1.143 1.141 0.331  -0.23
N -1.420 -1.771 -0.795  -0.18
H -2.048 -0.056 -1.866  0.33
H 4.405 -0.354 -0.775  0.44
H -2.560 -0.070 1.240  0.32
C -2.335 -0.608 -1.031  -0.42
H 0.083 -1.045 2.349  0.35
H -1.001 0.310 2.785  0.39
C -0.068 0.488 0.841  0.38
H -1.610 -2.575 -1.454  0.32
N 1.580 1.260 -0.875  -0.16
C 1.211 0.525 0.184  0.44
C -0.046 0.101 2.205  -1.68
C -0.155 -1.778 -0.325  0.51
H -3.133 1.126 0.057  0.39
C 2.911 0.998 -1.309  -0.42
H 0.755 0.535 2.756  0.48

For the LUMO energy (alpha / beta), the calculation gives -4.18 / -3.95 eV. As for the net charge: +1. Its SMILES is C/C(NCC[NH+]=C=O)=C1/NC=CS1. The calculation puts the HOMO-LUMO gap (alpha / beta) at 6.766 / 6.981 eV. The spin multiplicity is 1. The calculation puts the energy above the lowest of the compared OMol25 structures with the same formula, charge and spin at 1.541 eV.